1.
{"formula": "C27H26Cl6O18", "method": "ωB97M-V/def2-TZVPD", "total_energy_ev": -140407.64481, "smiles": "O=C1C=C(O)C(=O)C=C1O.O=C1C=C(O)C(=O)C=C1O.O=C1C=C(O)C(=O)C=C1O.O=C1C=C(O)C(=O)C=C1O.ClCCl.ClCCl.ClCCl.O.O", "charge": 0, "symbols": ["C", "C", "C", "O", "C", "C", "C", "O", "O", "O", "H", "H", "H", "H", "C", "C", "C", "O", "C", "C", "C", "O", "O", "O", "H", "H", "H", "H", "C", "C", "C", "O", "C", "C", "C", "O", "O", "O", "H", "H", "H", "H", "C", "C", "C", "O", "C", "C", "C", "O", "O", "O", "H", "H", "H", "H", "O", "H", "H", "O", "H", "H", "C", "Cl", "Cl", "H", "H", "C", "Cl", "Cl", "H", "H", "C", "Cl", "Cl", "H", "H"], "coordinates": [[1.173, 0.658, -1.074], [0.467, 1.729, -1.461], [-0.317, 2.556, -0.492], [-1.006, 3.487, -0.850], [-0.152, 2.231, 0.928], [0.635, 1.217, 1.314], [1.358, 0.346, 0.329], [2.018, -0.574, 0.753], [0.645, 0.787, 2.574], [0.315, 2.059, -2.742], [1.764, 0.093, -1.782], [-0.697, 2.836, 1.639], [1.288, 0.054, 2.652], [-0.329, 2.783, -2.824], [-4.742, 1.224, -3.704], [-6.072, 1.393, -3.719], [-6.752, 2.477, -2.947], [-7.946, 2.686, -2.966], [-5.831, 3.391, -2.249], [-4.534, 3.102, -2.111], [-3.863, 1.969, -2.811], [-2.698, 1.661, -2.669], [-3.717, 3.879, -1.384], [-6.873, 0.632, -4.479], [-4.322, 0.511, -4.402], [-6.231, 4.270, -1.762], [-2.805, 3.519, -1.409], [-7.789, 0.844, -4.225], [2.582, -5.215, 1.933], [2.130, -4.013, 1.556], [0.663, -3.741, 1.353], [0.247, -2.692, 0.926], [-0.209, -4.860, 1.695], [0.264, -6.019, 2.177], [1.732, -6.318, 2.272], [2.082, -7.424, 2.636], [-0.548, -7.052, 2.396], [3.005, -3.087, 1.153], [3.663, -5.295, 1.962], [-1.265, -4.699, 1.527], [0.005, -7.813, 2.663], [2.593, -2.298, 0.732], [2.094, -2.962, 4.716], [2.232, -1.713, 5.211], [3.297, -1.352, 6.194], [3.415, -0.239, 6.652], [4.122, -2.474, 6.698], [3.982, -3.708, 6.210], [2.988, -4.053, 5.138], [3.068, -5.121, 4.569], [4.807, -4.708, 6.538], [1.341, -0.772, 4.857], [1.229, -3.130, 4.087], [4.850, -2.303, 7.479], [4.444, -5.552, 6.228], [1.742, 0.112, 5.052], [1.705, 1.897, 5.453], [1.326, 2.412, 4.728], [2.567, 2.296, 5.629], [0.849, 5.235, 1.997], [1.543, 4.662, 2.340], [1.063, 5.344, 1.063], [-1.578, 1.898, -6.041], [-2.073, 0.671, -7.240], [-2.762, 3.198, -6.082], [-1.510, 1.372, -5.093], [-0.624, 2.326, -6.328], [0.434, -1.296, -5.438], [0.884, -2.621, -6.498], [1.301, -1.500, -3.837], [0.917, -0.402, -5.807], [-0.631, -1.274, -5.263], [0.549, 6.445, -5.398], [1.179, 8.017, -4.803], [0.348, 5.286, -4.082], [-0.380, 6.535, -5.948], [1.344, 6.182, -6.088]], "forces_ev_per_angstrom": [[0.85, 0.16, -0.11], [-0.76, -0.29, -0.71], [0.72, -0.10, 1.77], [-0.12, 0.11, -0.78], [0.03, 0.23, -0.35], [-0.95, -0.46, 0.36], [-0.49, 0.54, -0.51], [0.46, -0.03, 0.27], [0.63, 0.31, -0.05], [0.34, -0.04, -0.11], [-0.20, -0.06, -0.05], [-0.07, -0.04, 0.01], [-0.26, -0.04, -0.02], [-0.09, -0.01, 0.29], [-0.22, -0.27, -0.52], [-0.37, -0.57, -0.33], [1.03, 1.68, 0.65], [-0.14, -0.89, -0.41], [-0.34, -0.40, 0.18], [1.13, 0.99, 0.65], [-1.18, -1.02, -0.94], [0.34, 0.64, 0.33], [-0.15, -0.34, -0.21], [-0.01, 0.17, 0.34], [0.18, -0.16, 0.27], [-0.15, -0.07, 0.02], [-0.19, 0.17, 0.05], [0.05, 0.12, -0.19], [1.13, 0.46, -0.24], [0.09, 0.21, -1.27], [-0.04, -1.07, 0.61], [0.13, 0.50, -0.23], [-0.32, 0.27, 0.20], [-0.60, -0.32, -0.89], [-0.18, 0.40, 0.56], [-0.10, -0.04, -0.20], [0.10, -0.14, 0.36], [-0.05, 0.31, 0.04], [-0.12, -0.44, 0.11], [-0.02, -0.11, 0.08], [0.08, 0.19, -0.02], [-0.20, -0.42, 0.51], [-0.12, 0.21, 0.78], [-0.81, -0.47, -0.77], [0.62, -1.12, 1.18], [-0.18, 0.50, -0.47], [-0.17, 0.14, -0.16], [0.30, -0.56, -0.27], [-0.08, 1.19, -0.99], [-0.19, -0.34, 0.85], [-0.06, 0.12, 0.58], [1.17, 0.20, 0.02], [0.18, -0.33, -0.16], [0.04, 0.31, -0.11], [-0.05, 0.11, -0.37], [-0.59, 0.08, 0.39], [0.12, 0.17, -0.33], [-0.03, -0.11, 0.12], [-0.10, -0.15, 0.11], [0.08, -0.09, -0.04], [-0.01, 0.08, -0.06], [-0.07, 0.02, 0.09], [-0.02, -0.34, -0.57], [0.31, -0.11, 0.03], [-0.05, 0.22, 0.52], [-0.25, 0.42, 0.23], [0.02, -0.15, -0.04], [1.49, -0.27, 0.93], [-0.26, -0.07, -0.18], [-0.63, -0.09, -0.47], [-0.60, 0.21, -0.30], [-0.02, 0.13, -0.06], [0.79, 0.55, -0.24], [-0.60, -0.16, 0.01], [0.07, 0.01, -0.20], [-0.13, 0.31, 0.30], [-0.15, -0.74, 0.15]], "lowdin_charge": [0.07, -0.22, -0.29, 0.09, 0.08, -0.21, -0.29, 0.09, 0.10, 0.08, 0.08, 0.13, 0.11, 0.07, 0.06, -0.23, -0.32, 0.12, 0.08, -0.23, -0.32, 0.10, 0.10, 0.11, 0.13, 0.14, 0.07, 0.12, 0.03, -0.24, -0.33, 0.12, 0.07, -0.23, -0.33, 0.11, 0.11, 0.09, 0.14, 0.13, 0.12, 0.08, 0.09, -0.22, -0.31, 0.12, 0.08, -0.24, -0.28, 0.11, 0.11, 0.08, 0.13, 0.13, 0.12, 0.07, -0.03, 0.05, 0.07, -0.05, 0.03, 0.04, -1.02, 0.51, 0.54, 0.01, 0.03, -0.99, 0.53, 0.50, 0.01, 0.01, -1.00, 0.49, 0.53, 0.03, 0.02]}

***

2.
{"formula": "C27H26F16NO5P", "method": "ωB97M-V/def2-TZVPD", "smiles": "CC(=O)OC(=O)CP(CCc1ccccc1)c1cccnc1.FC(F)C(F)(F)COC(F)(F)C(F)F.FC(F)C(F)(F)COC(F)(F)C(F)F", "e_above_lowest_ev": 17.597, "charge": 0, "symbols": ["C", "C", "O", "O", "C", "O", "C", "P", "C", "C", "C", "C", "C", "C", "C", "C", "C", "C", "C", "C", "N", "C", "H", "H", "H", "H", "H", "H", "H", "H", "H", "H", "H", "H", "H", "H", "H", "H", "H", "H", "C", "C", "C", "F", "F", "F", "F", "O", "C", "C", "F", "F", "F", "F", "H", "H", "H", "H", "C", "C", "C", "F", "F", "F", "F", "O", "C", "C", "F", "F", "F", "F", "H", "H", "H", "H"], "coordinates": [[0.991, -2.703, 3.004], [1.392, -2.606, 1.407], [2.167, -3.576, 0.897], [0.949, -1.516, 0.524], [-0.243, -1.884, -0.257], [-0.925, -2.980, 0.171], [-0.798, -1.143, -1.610], [-1.650, 0.572, -1.251], [-0.367, 2.004, -1.378], [1.172, 1.572, -1.026], [1.642, 1.860, 0.521], [0.983, 3.057, 1.485], [1.416, 3.332, 3.044], [2.576, 2.406, 3.766], [3.289, 1.253, 2.844], [2.847, 0.975, 1.273], [-2.388, 0.506, 0.552], [-2.295, 1.794, 1.604], [-2.966, 1.572, 3.117], [-3.651, 0.111, 3.398], [-3.789, -1.046, 2.451], [-3.174, -0.823, 1.100], [0.007, -2.075, 3.142], [0.885, -3.831, 3.345], [1.858, -2.244, 3.643], [0.037, -0.992, -2.425], [-1.677, -1.820, -2.039], [-0.366, 2.333, -2.525], [-0.759, 2.950, -0.789], [1.453, 0.463, -1.271], [1.871, 2.242, -1.724], [0.149, 3.756, 1.022], [0.866, 4.192, 3.633], [2.821, 2.633, 4.887], [4.130, 0.596, 3.367], [3.409, 0.097, 0.697], [-1.793, 2.813, 1.325], [-2.924, 2.403, 3.946], [-4.097, -0.048, 4.495], [-3.267, -1.724, 0.322], [-5.227, -6.081, -2.072], [-4.766, -7.507, -1.708], [-5.228, -8.074, -0.357], [-5.070, -7.241, 0.689], [-4.527, -9.200, -0.054], [-3.414, -7.557, -1.845], [-5.254, -8.342, -2.682], [-4.433, -4.969, -1.629], [-4.513, -4.676, -0.235], [-3.317, -5.223, 0.567], [-2.967, -6.475, 0.198], [-3.596, -5.274, 1.897], [-5.716, -5.109, 0.210], [-4.545, -3.321, -0.122], [-5.154, -6.022, -3.165], [-6.291, -5.923, -1.858], [-6.284, -8.353, -0.399], [-2.444, -4.582, 0.427], [5.768, 6.403, -2.577], [6.112, 5.081, -1.859], [5.358, 3.820, -2.306], [4.023, 3.968, -2.416], [5.554, 2.813, -1.412], [6.003, 5.292, -0.520], [7.447, 4.849, -2.076], [4.678, 7.193, -2.075], [3.375, 6.673, -2.333], [2.764, 5.943, -1.123], [3.653, 5.148, -0.487], [1.728, 5.146, -1.497], [3.447, 5.914, -3.453], [2.589, 7.735, -2.659], [6.639, 7.052, -2.425], [5.703, 6.278, -3.664], [5.731, 3.471, -3.272], [2.390, 6.667, -0.395]], "forces_ev_per_angstrom": [[-0.18, 0.83, -0.75], [3.70, -6.21, -1.45], [-4.98, 6.77, 2.89], [-2.33, -1.82, -0.98], [-2.49, -6.10, 2.28], [4.12, 6.81, -2.51], [0.76, -0.41, 1.03], [-1.02, 0.34, 0.50], [1.04, 0.10, -0.40], [1.31, 1.31, 0.59], [1.39, 0.69, 4.66], [2.33, -1.93, 1.23], [1.78, -3.13, -2.30], [-1.68, -0.21, -4.72], [-2.70, 2.13, -0.99], [-1.68, 2.47, 1.93], [-1.02, 0.27, 4.70], [-2.13, -3.94, 1.65], [0.14, -3.32, -3.74], [1.21, 1.21, -2.00], [2.98, 5.47, -1.62], [0.49, 2.11, 1.06], [1.97, -1.38, -0.07], [0.12, 2.46, -1.20], [-1.64, -0.66, -1.40], [-1.60, -0.32, 1.75], [2.17, 1.32, 1.18], [-0.19, -0.87, 2.48], [0.91, -2.08, -1.06], [-0.83, 2.05, 0.49], [-1.38, -1.41, 1.59], [1.99, -1.56, 1.08], [1.29, -1.98, -1.33], [-0.32, -0.70, -2.49], [-2.01, 1.50, -1.47], [-1.44, 2.17, 1.34], [-1.09, -2.33, 0.58], [-0.11, -1.90, -1.90], [1.03, 0.21, -2.82], [0.22, 2.27, 2.21], [-0.33, 0.48, -0.80], [1.01, 0.59, -0.47], [-0.17, -0.92, 0.61], [-0.44, -0.66, -0.06], [0.01, 0.13, -0.42], [-0.49, -0.31, -0.09], [-0.34, 0.17, 0.46], [0.02, -0.51, 1.73], [-1.28, 0.01, -1.52], [0.95, -0.02, 0.65], [0.42, 0.63, -0.05], [-0.34, 0.30, -0.32], [0.35, 0.83, 0.22], [0.33, -0.80, -0.10], [0.19, -0.14, 0.26], [0.27, -0.18, 0.27], [-0.04, 0.11, -0.25], [-0.19, 0.16, -0.14], [0.53, 0.76, -0.36], [-0.03, 0.89, 0.91], [0.18, -1.18, 0.03], [0.32, -0.57, -0.29], [0.24, 0.37, -0.01], [0.30, -0.28, -0.41], [-0.47, -0.15, -0.41], [-1.30, -1.41, 0.01], [1.58, 0.98, -1.25], [-0.35, -0.46, 0.86], [-0.55, 0.75, 0.22], [0.05, 0.35, -0.35], [-0.72, 0.55, 0.18], [0.30, -0.58, 0.64], [-0.18, -0.23, 0.19], [-0.18, -0.25, 0.28], [0.16, 0.22, -0.04], [0.06, 0.16, -0.17]], "lowdin_charge": [0.00, -0.27, 0.00, -0.04, -0.25, -0.06, -0.26, 0.94, -0.38, -0.22, -0.11, -0.05, -0.07, -0.08, -0.07, -0.02, -0.30, -0.03, -0.04, -0.12, -0.01, -0.11, 0.10, 0.11, 0.09, 0.11, 0.11, 0.10, 0.07, 0.09, 0.11, 0.06, 0.08, 0.08, 0.09, 0.10, 0.05, 0.08, 0.10, 0.09, -0.05, -0.42, -0.28, 0.08, 0.09, 0.11, 0.10, 0.03, -0.46, -0.26, 0.08, 0.10, 0.12, 0.11, 0.15, 0.15, 0.17, 0.14, -0.05, -0.42, -0.28, 0.07, 0.09, 0.11, 0.10, 0.03, -0.47, -0.26, 0.08, 0.08, 0.12, 0.14, 0.15, 0.15, 0.17, 0.18]}

***

3.
{"formula": "C27H26F5N4O5PrS2", "method": "ωB97M-V/def2-TZVPD", "s2": 2.005, "e_above_lowest_ev": 0.000, "multiplicity": 3, "charge": -2, "symbols": ["Pr", "O", "C", "O", "C", "C", "C", "C", "C", "O", "C", "C", "O", "O", "H", "H", "H", "H", "H", "H", "H", "H", "C", "C", "N", "N", "C", "S", "N", "N", "H", "H", "H", "H", "H", "H", "F", "C", "C", "F", "C", "F", "C", "S", "C", "F", "C", "F", "C", "C", "C", "C", "C", "C", "C", "C", "C", "C", "H", "H", "H", "H", "H", "H", "H", "H", "H", "H", "H", "H"], "coordinates": [[-1.390, -0.343, -0.679], [-2.683, -4.192, -2.038], [-2.391, -3.378, -1.168], [-1.438, -2.520, -1.211], [-3.181, -3.484, 0.181], [-2.153, -3.427, 1.312], [-2.789, -3.707, 2.691], [-3.463, -2.349, 3.010], [-3.226, -1.610, 1.688], [-1.890, -2.026, 1.371], [-4.090, -2.283, 0.592], [-4.516, -1.315, -0.545], [-5.698, -1.344, -0.881], [-3.601, -0.548, -0.993], [-3.739, -4.416, 0.131], [-1.238, -3.984, 1.115], [-3.497, -4.535, 2.646], [-2.018, -3.954, 3.422], [-4.521, -2.435, 3.255], [-2.955, -1.830, 3.825], [-3.268, -0.521, 1.736], [-5.021, -2.653, 1.020], [3.577, -1.217, 2.470], [2.166, -0.787, 2.635], [1.681, -0.147, 3.648], [0.366, 0.055, 3.285], [0.011, -0.392, 2.084], [-1.641, 1.954, 0.959], [1.177, -0.966, 1.690], [1.296, -1.475, 0.403], [4.112, -1.035, 3.399], [4.056, -0.639, 1.677], [3.642, -2.276, 2.213], [-0.206, 0.666, 3.840], [2.208, -1.294, 0.013], [1.058, -2.458, 0.341], [3.350, -2.099, -5.993], [2.312, -1.441, -5.444], [2.056, -1.527, -4.090], [2.848, -2.279, -3.309], [0.997, -0.832, -3.548], [0.813, -0.928, -2.225], [0.115, -0.037, -4.292], [-1.213, 0.775, -3.581], [0.427, 0.033, -5.661], [-0.322, 0.778, -6.478], [1.485, -0.653, -6.225], [1.722, -0.567, -7.543], [1.567, 2.459, -1.675], [0.637, 2.950, -0.558], [-0.338, 3.958, -1.165], [-0.080, 1.665, -0.002], [1.430, 3.529, 0.606], [2.787, 3.233, 0.796], [3.466, 3.601, 1.949], [2.814, 4.293, 2.959], [1.474, 4.618, 2.780], [0.799, 4.263, 1.625], [0.959, 2.142, -2.522], [2.144, 1.592, -1.343], [2.258, 3.245, -2.009], [-0.845, 3.487, -2.009], [0.190, 4.852, -1.515], [-1.099, 4.243, -0.442], [0.631, 1.256, 0.728], [3.328, 2.688, 0.032], [4.514, 3.342, 2.060], [3.341, 4.576, 3.863], [0.945, 5.149, 3.566], [-0.249, 4.498, 1.527]], "forces_ev_per_angstrom": [[1.03, 2.12, 0.59], [0.10, 0.17, -0.02], [-0.45, -0.60, 0.20], [0.10, -1.35, -0.54], [0.31, 0.15, -0.33], [-0.18, -0.19, 0.04], [0.05, 0.00, -0.03], [0.03, 0.03, -0.07], [-0.41, -0.07, 0.24], [-0.17, -0.28, 0.17], [0.02, 0.31, -0.28], [-0.51, -0.47, 0.43], [0.18, 0.10, -0.13], [-0.75, -0.03, -0.10], [-0.02, -0.01, 0.05], [0.04, 0.11, -0.02], [0.00, -0.01, -0.02], [-0.02, -0.01, 0.01], [-0.01, -0.01, -0.01], [0.02, -0.02, -0.02], [0.06, -0.01, -0.05], [0.01, -0.05, 0.01], [-0.02, 0.05, -0.01], [0.00, -0.12, -0.09], [0.10, 0.08, 0.11], [0.01, -0.04, 0.05], [0.15, 0.03, -0.18], [0.01, -0.03, -0.45], [0.14, -0.09, 0.32], [-0.14, -0.15, -0.21], [0.00, -0.01, 0.00], [0.03, -0.04, 0.00], [0.01, 0.00, -0.01], [-0.02, 0.05, 0.00], [0.00, 0.13, -0.11], [0.07, -0.06, 0.18], [0.11, -0.10, -0.06], [-0.09, 0.07, -0.02], [-0.10, 0.14, -0.04], [0.15, -0.10, 0.12], [-0.09, 0.15, -0.42], [0.14, -0.17, 0.25], [0.30, -0.16, -0.12], [-0.40, 0.08, 0.10], [0.12, -0.19, 0.25], [-0.14, 0.11, -0.17], [-0.04, 0.00, 0.24], [0.06, 0.04, -0.23], [0.05, 0.15, 0.02], [-0.06, -0.58, 0.01], [0.08, -0.03, 0.09], [-0.03, 0.82, 0.39], [0.03, 0.05, 0.10], [-0.07, 0.00, -0.05], [0.04, 0.07, 0.07], [0.02, -0.01, -0.05], [0.06, 0.11, 0.09], [0.04, -0.16, -0.17], [-0.02, -0.01, 0.03], [0.05, 0.00, -0.04], [0.04, -0.03, -0.01], [-0.03, 0.02, 0.01], [0.01, -0.03, -0.03], [-0.06, 0.03, 0.00], [0.21, 0.08, -0.08], [-0.04, 0.00, 0.02], [-0.01, 0.00, -0.02], [-0.03, -0.01, 0.01], [-0.02, 0.02, -0.04], [-0.08, -0.03, -0.01]], "lowdin_spin": [2.04, 0.00, 0.00, 0.00, 0.00, 0.00, 0.00, 0.00, 0.00, 0.00, 0.00, 0.00, 0.00, -0.01, 0.00, 0.00, 0.00, 0.00, 0.00, 0.00, 0.00, 0.00, 0.00, 0.00, 0.00, 0.00, 0.00, -0.01, 0.00, 0.00, 0.00, 0.00, 0.00, 0.00, 0.00, 0.00, 0.00, 0.00, 0.00, 0.00, 0.00, 0.00, 0.00, 0.00, 0.00, 0.00, 0.00, 0.00, 0.00, 0.00, 0.00, -0.01, 0.00, 0.00, 0.00, 0.00, 0.00, 0.00, 0.00, 0.00, 0.00, 0.00, 0.00, 0.00, 0.00, 0.00, 0.00, 0.00, 0.00, 0.00]}